# C82H105AsF6N13O3

A structure of composition C82H105AsF6N13O3 (ωB97M-V/def2-TZVPD, the OMol25 dataset).

Last column: Löwdin spin population.
Positions of all 210 atoms, in Å:
C1 -10.0224 -7.0147 1.5298  0.000
N1 -9.1188 -5.8289 2.0096  0.000
C2 -9.4844 -4.4920 1.7907  0.000
C3 -8.5288 -3.4560 2.0374  0.000
C4 -7.3109 -3.7889 2.6790  0.000
C5 -7.0474 -5.1123 2.9410  0.000
C6 -7.9374 -6.1359 2.5940  0.000
C7 -6.2309 -2.7899 2.9691  0.000
C8 -6.0113 -1.8381 1.9909  0.000
C9 -4.9205 -0.9232 2.1437  0.000
N2 -4.3232 -0.7463 3.3196  0.000
C10 -4.6344 -1.6316 4.3697  0.000
C11 -5.5735 -2.6551 4.1770  0.000
C12 -3.3517 0.2949 3.5857  0.000
H1 -11.0399 -6.7779 1.8411  0.000
H2 -9.7476 -7.9886 1.9350  0.000
H3 -9.9742 -6.9092 0.4460  0.000
H4 -10.4362 -4.4028 1.2882  0.000
H5 -8.6922 -2.4512 1.6766  0.000
H6 -6.1221 -5.4856 3.3543  0.000
H7 -7.8204 -7.2084 2.6420  0.000
H8 -6.4364 -1.7705 1.0004  0.000
H9 -4.5509 -0.2166 1.4154  0.000
H10 -3.9982 -1.4976 5.2320  0.000
H11 -5.9587 -3.3414 4.9167  0.000
H12 -3.0844 0.2981 4.6424  0.000
H13 -3.6653 1.2339 3.1296  0.000
H14 -2.4682 -0.1082 3.0906  0.000
C13 10.0717 5.5918 -3.9505  0.002
N3 8.7670 5.4878 -3.1095  0.061
C14 7.6857 5.2232 -3.8370  0.011
C15 6.4910 4.9700 -3.1699  0.045
C16 6.3848 5.0785 -1.7792  0.038
C17 7.5975 5.3133 -1.0491  0.036
C18 8.7482 5.5689 -1.7241  0.004
C19 5.0623 4.9727 -1.0576  0.197
C20 4.8759 5.7468 0.0630  0.039
C21 3.6255 5.6163 0.6936  0.172
N4 2.6766 4.7544 0.2333  0.196
C22 2.8831 3.9961 -0.9095  0.118
C23 4.1110 4.0716 -1.6433  0.022
C24 1.5796 4.3894 1.2131  0.014
H15 10.7587 6.3617 -3.5992  0.001
H16 9.8001 5.7232 -4.9979  0.000
H17 10.5615 4.6191 -3.9970  0.002
H18 7.7463 5.1232 -4.9107  0.001
H19 5.5952 4.7154 -3.7167  0.002
H20 7.5944 5.4206 0.0255  0.001
H21 9.6697 5.8665 -1.2458  0.000
H22 5.5801 6.4940 0.3980  0.000
H23 3.3413 6.2121 1.5485  0.012
H24 2.0923 3.3016 -1.1518  0.011
H25 4.3022 3.4124 -2.4771  0.000
H26 1.1367 5.2953 1.6270  0.001
H27 1.8105 3.6576 1.9872  0.006
H28 0.7718 3.9609 0.6198  0.000
C25 -6.3336 -1.4522 -3.9597  0.000
N5 -5.6166 -2.2543 -2.8928  0.000
C26 -6.3271 -3.0969 -2.1603  0.000
C27 -5.8116 -3.7242 -1.0864  0.000
C28 -4.4323 -3.6340 -0.8315  0.000
C29 -3.6675 -2.8179 -1.6582  0.000
C30 -4.3030 -2.0910 -2.6898  0.000
C31 -3.5841 -4.3947 0.2024  0.000
C32 -2.5178 -3.9154 0.9620  0.000
C33 -1.8489 -4.7633 1.9346  0.000
N6 -2.2076 -6.1149 2.0260  0.000
C34 -3.1982 -6.5456 1.2463  0.000
C35 -3.8843 -5.7184 0.3371  0.000
C36 -1.7031 -6.9738 3.1334  0.000
H29 -6.8066 -2.1922 -4.6054  0.000
H30 -5.7383 -0.7038 -4.4828  0.000
H31 -7.1897 -0.9254 -3.5383  0.000
H32 -7.3715 -3.2706 -2.3734  0.000
H33 -6.3078 -4.3668 -0.3743  0.000
H34 -2.6285 -2.6148 -1.4449  0.000
H35 -3.7461 -1.3727 -3.2732  0.000
H36 -2.3191 -2.8618 0.8322  0.000
H37 -1.1046 -4.4809 2.6645  0.000
H38 -3.5105 -7.5730 1.3624  0.000
H39 -4.7022 -6.1220 -0.2414  0.000
H40 -1.7694 -8.0134 2.8125  0.000
H41 -2.3017 -6.6114 3.9691  0.000
H42 -0.6356 -6.8307 3.3013  0.000
C37 2.7551 -3.1579 1.3937  0.000
N7 2.0257 -3.7378 0.1988  0.000
C38 2.1898 -5.0770 0.0304  0.000
C39 1.5386 -5.7533 -0.9965  0.000
C40 0.7546 -4.9982 -1.9375  0.000
C41 0.5567 -3.5861 -1.6450  0.000
C42 1.2786 -2.9453 -0.6242  0.000
C43 -0.0141 -5.7130 -3.0798  0.000
C44 -0.9275 -6.6248 -2.7272  0.000
C45 -1.8473 -7.0141 -3.6361  0.000
N8 -1.5757 -6.8384 -5.0295  0.000
C46 -0.6383 -5.9435 -5.3373  0.000
C47 0.2247 -5.4404 -4.3545  0.000
C48 -2.2076 -7.5590 -6.1164  0.000
H43 3.8357 -3.2944 1.4355  0.000
H44 2.4092 -3.6991 2.2744  0.000
H45 2.5758 -2.0843 1.3353  0.000
H46 2.6977 -5.5107 0.8790  0.000
H47 1.6357 -6.7965 -1.2587  0.000
H48 -0.0030 -2.8966 -2.2596  0.000
H49 1.4167 -1.8965 -0.4064  0.000
H50 -0.9865 -6.9045 -1.6857  0.000
H51 -2.8131 -7.4709 -3.4781  0.000
H52 -0.4480 -5.7204 -6.3768  0.000
H53 1.0204 -4.8396 -4.7694  0.000
H54 -2.9570 -8.2584 -5.7460  0.000
H55 -1.4722 -8.2860 -6.4611  0.000
H56 -2.6560 -6.8124 -6.7719  0.000
C49 -4.3952 4.6524 -1.2752  0.000
N9 -3.7382 4.6608 0.0587  0.000
C50 -2.5526 5.2303 0.1416  0.000
C51 -1.9322 5.5145 1.3972  0.000
C52 -2.5501 5.1447 2.5515  0.000
C53 -3.7245 4.3712 2.4762  0.000
C54 -4.3208 4.0792 1.1535  0.000
C55 -2.1881 5.8086 3.7997  0.000
C56 -2.5284 7.1506 4.1402  0.000
C57 -2.5115 7.5469 5.5212  0.000
N10 -2.1044 6.6855 6.4882  0.000
C58 -1.6260 5.4360 6.1360  0.000
C59 -1.7192 4.9944 4.7932  0.000
C60 -2.0380 7.0718 7.9256  0.000
H57 -3.7011 4.1226 -1.9276  0.000
H58 -4.6174 5.7077 -1.4337  0.000
H59 -5.3452 4.1206 -1.2227  0.000
H60 -2.0616 5.6252 -0.7356  0.000
H61 -1.0860 6.1765 1.2873  0.000
H62 -4.2436 4.1424 3.3952  0.000
H63 -5.3105 3.6613 1.0436  0.000
H64 -2.8365 7.7645 3.3068  0.000
H65 -2.6817 8.5959 5.7136  0.000
H66 -1.3172 4.7919 6.9460  0.000
H67 -1.4753 3.9725 4.5428  0.000
H68 -2.9962 6.8450 8.3932  0.000
H69 -1.6907 8.1002 8.0247  0.000
H70 -1.3215 6.4081 8.4095  0.000
C61 -2.4334 2.5268 -5.2604  0.000
N11 -1.0102 2.0178 -5.2651  0.000
C62 -0.4166 1.5402 -6.4356  0.000
C63 0.8255 0.9914 -6.4518  0.000
C64 1.5108 0.7584 -5.2706  0.000
C65 0.8317 1.1321 -4.0534  0.000
C66 -0.3711 1.7784 -4.0816  0.000
C67 2.8364 0.1428 -5.2325  0.000
C68 3.0859 -1.0575 -4.5213  0.000
C69 4.3236 -1.6588 -4.5573  0.000
N12 5.3714 -1.0739 -5.2148  0.000
C70 5.1661 0.0560 -5.9425  0.000
C71 3.9122 0.6656 -5.8933  0.000
C72 6.7381 -1.7639 -5.2486  0.000
H71 -3.0119 1.7803 -4.7162  0.000
H72 -2.8653 2.6398 -6.2548  0.000
H73 -2.3541 3.4425 -4.6745  0.000
H74 -0.9375 1.7522 -7.3576  0.000
H75 1.1870 0.5645 -7.3756  0.000
H76 1.2794 1.0080 -3.0785  0.000
H77 -0.9953 1.9888 -3.2258  0.000
H78 2.2872 -1.5476 -3.9844  0.000
H79 4.5665 -2.6143 -4.1162  0.000
H80 6.0336 0.3722 -6.5028  0.000
H81 3.7408 1.5355 -6.5099  0.000
H82 7.3432 -1.2343 -5.9845  0.000
H83 6.4296 -2.7257 -5.6582  0.000
H84 7.1915 -1.7531 -4.2574  0.000
C73 1.9942 0.2839 3.6843  0.000
C74 3.3905 -0.1651 3.8822  0.000
C75 4.5344 0.8377 3.6524  0.000
C76 5.9585 0.3699 4.0750  0.000
N13 6.8911 1.5494 3.9020  0.000
C77 8.2790 1.0134 4.1605  0.000
C78 9.0221 0.9466 2.7843  0.000
C79 8.4355 2.1426 2.0374  0.000
C80 6.9736 2.0145 2.3229  0.000
C81 6.6183 2.8060 4.7631  0.000
H85 1.9256 0.7944 2.7236  0.000
H86 1.6783 1.1283 4.2970  0.000
H87 1.2833 -0.5328 3.8094  0.000
H88 3.5138 -0.9996 3.1920  0.000
H89 3.5835 -0.6864 4.8198  0.000
H90 4.2302 1.7638 4.1400  0.000
H91 4.4927 1.0620 2.5866  0.001
H92 6.2413 -0.3753 3.3315  0.000
H93 6.1046 -0.0853 5.0545  0.000
H94 8.8266 1.6558 4.8502  0.000
H95 8.1764 0.0426 4.6453  0.000
H96 10.0978 1.0122 2.9475  0.000
H97 8.9613 0.0362 2.1879  0.000
H98 8.8531 3.1184 2.2856  0.000
H99 8.5219 1.9262 0.9726  0.000
H100 6.4669 2.9789 2.3606  0.001
H101 6.5309 1.2615 1.6708  0.000
H102 7.3110 3.6326 4.6048  0.000
H103 6.7392 2.6314 5.8322  0.000
H104 5.6707 3.2589 4.4715  0.000
As1 -0.9636 0.8836 0.1407  0.000
F1 -0.7364 0.0592 -1.4119  0.000
F2 -0.1549 -0.4813 0.9806  0.000
F3 -1.1984 1.6897 1.7980  0.000
F4 -1.8211 2.2002 -0.6290  0.000
F5 -2.5626 -0.0824 0.3421  0.000
F6 0.6560 1.6519 0.0196  0.002
O1 -4.3579 0.6172 -2.0639  0.000
C82 -5.5267 1.1181 -1.6922  0.000
O2 -6.5034 1.2750 -2.4518  0.000
O3 -5.6339 1.4503 -0.5640  0.000
H105 -3.7861 0.6450 -1.2933  0.000

Properties
E_HOMO (alpha / beta)   -21.0 / -23.1 eV
Multiplicity   2
Total charge   +10